1.
Computed, not measured: one molecule with the formula C4H5NO, with wB97M-V/def2-TZVPD.

Strongest force on any atom ... 0.84 eV/A
SMILES string ... Cc1ccon1
LUMO level ... 1.05 eV
Highest occupied orbital energy ... -0.364 Ha
Orbital gap ... 0.403 hartree

Geometry as ORCA input:
```
! RIJCOSX wB97M-V def2-TZVPD def2/J DEFGRID3
* xyz 0 1
C -1.74893 0.00607 0.05937
C -0.25927 -0.18479 -0.03412
N 0.21124 -1.31543 0.43343
O 1.58170 -1.19803 0.47508
C 1.91697 0.01114 0.02666
C 0.82450 0.69641 -0.36999
H -2.21787 -0.97257 0.19977
H -1.99093 0.60581 0.94650
H -2.19570 0.49806 -0.80716
H 2.95720 0.29827 0.07999
H 0.92109 1.55504 -1.00953
*
```


2.
Computed, not measured: one molecule with the formula C4H5NO, with wB97M-V/def2-TZVPD.

Strongest force on any atom ... 1.15 eV/A
SMILES string ... N#C[C@@H]1C[C@@H]1O
LUMO level ... 0.67 eV
Highest occupied orbital energy ... -0.380 Ha
Orbital gap ... 0.405 hartree

Geometry as ORCA input:
```
! RIJCOSX wB97M-V def2-TZVPD def2/J DEFGRID3
* xyz 0 1
O -0.63536 1.35901 -0.95840
C -0.84571 0.30980 -0.07998
C -0.31788 -0.99570 -0.53808
C 0.32121 -0.32890 0.66456
C 1.66467 0.18339 0.56696
N 2.75822 0.56240 0.52568
H -0.63062 2.18953 -0.46644
H -1.78087 0.33486 0.48106
H -0.86852 -1.91436 -0.36815
H 0.24722 -0.94529 -1.46378
H 0.08764 -0.75474 1.63659
*
```


3.
Computed, not measured: one molecule with the formula C4H5NO, with wB97M-V/def2-TZVPD.

Strongest force on any atom ... 0.47 eV/A
SMILES string ... O=C1CC=CN1
LUMO level ... 0.94 eV
Highest occupied orbital energy ... -0.321 Ha
Orbital gap ... 0.356 hartree

Geometry as ORCA input:
```
! RIJCOSX wB97M-V def2-TZVPD def2/J DEFGRID3
* xyz 0 1
O -1.26349 2.01600 -0.28312
C -0.62674 1.01593 -0.04145
C -1.01960 -0.44959 -0.22316
C 0.31028 -1.15469 -0.20619
C 1.23008 -0.28880 0.22746
N 0.66180 0.97432 0.47024
H -1.64987 -0.60609 -1.10088
H -1.61214 -0.72015 0.66451
H 0.48796 -2.17766 -0.50270
H 2.29214 -0.42819 0.37668
H 1.18958 1.81892 0.61862
*
```


4.
Computed, not measured: one molecule with the formula C4H5NO, with wB97M-V/def2-TZVPD.

Strongest force on any atom ... 1.08 eV/A
LUMO level ... 0.12 eV
Highest occupied orbital energy ... -0.340 Ha
Orbital gap ... 0.345 hartree

Geometry as ORCA input:
```
! RIJCOSX wB97M-V def2-TZVPD def2/J DEFGRID3
* xyz 0 1
C 0.88340 0.24977 -0.78630
C -0.32246 -0.20488 0.01704
C -0.08867 0.59753 2.22827
O -0.67844 0.73105 1.07753
C -1.52779 -0.42921 -0.78831
N -2.47119 -0.67885 -1.40634
H 0.65753 1.10803 -1.42362
H 1.70060 0.51144 -0.10542
H 1.21504 -0.58449 -1.41206
H -0.10497 -1.14310 0.53376
H 0.73695 -0.15729 2.06547
*
```


5.
Computed, not measured: one molecule with the formula C4H5NO, with wB97M-V/def2-TZVPD.

Strongest force on any atom ... 1.40 eV/A
SMILES string ... C[C@H](C#N)C=O
LUMO level ... 0.70 eV
Highest occupied orbital energy ... -0.388 Ha
Orbital gap ... 0.414 hartree

Geometry as ORCA input:
```
! RIJCOSX wB97M-V def2-TZVPD def2/J DEFGRID3
* xyz 0 1
C 0.83870 0.64545 0.80234
C -0.34562 -0.16093 0.26865
C -1.00272 0.27963 -1.03233
O -0.72656 1.27265 -1.64407
C 0.13283 -1.50126 -0.16285
N 0.60242 -2.40779 -0.71264
H 1.10483 0.23650 1.78181
H 1.69165 0.53414 0.13157
H 0.62175 1.71020 0.92393
H -1.16377 -0.13769 1.00979
H -1.75352 -0.47089 -1.36619
*
```


6.
Computed, not measured: one molecule with the formula C4H5NO, with wB97M-V/def2-TZVPD.

Strongest force on any atom ... 0.60 eV/A
SMILES string ... CC#CC(N)=O
LUMO level ... 0.88 eV
Highest occupied orbital energy ... -0.362 Ha
Orbital gap ... 0.394 hartree

Geometry as ORCA input:
```
! RIJCOSX wB97M-V def2-TZVPD def2/J DEFGRID3
* xyz 0 1
C 1.79490 -1.56946 0.59838
C 0.72587 -0.60969 0.33605
C -0.08811 0.23031 0.04025
C -0.83917 1.35279 -0.52443
O -0.26356 2.29229 -1.04190
N -2.19419 1.25761 -0.46387
H 2.01154 -2.12696 -0.31861
H 1.54318 -2.28546 1.38534
H 2.70453 -1.03493 0.88951
H -2.72786 1.99932 -0.89010
H -2.66712 0.49418 -0.01060
*
```


7.
Computed, not measured: one molecule with the formula C4H5NO, with wB97M-V/def2-TZVPD.

Strongest force on any atom ... 0.47 eV/A
SMILES string ... NC1=C[C@H]1C=O
LUMO level ... 0.92 eV
Highest occupied orbital energy ... -0.320 Ha
Orbital gap ... 0.353 hartree

Geometry as ORCA input:
```
! RIJCOSX wB97M-V def2-TZVPD def2/J DEFGRID3
* xyz 0 1
N -1.36346 0.48248 -1.28460
C -0.43771 -0.28184 -0.63833
C 0.46200 -1.20376 -0.53880
C 0.07311 -0.50145 0.74728
C 0.92146 0.59165 1.31663
O 1.29667 1.54813 0.67369
H -1.39259 1.43407 -0.94114
H -1.30272 0.44814 -2.29352
H 1.09020 -1.98299 -0.93504
H -0.51982 -1.03962 1.49753
H 1.17286 0.50519 2.39629
*
```


8.
Computed, not measured: one molecule with the formula C4H5NO, with wB97M-V/def2-TZVPD.

Strongest force on any atom ... 2.32 eV/A
SMILES string ... N#C[C@@H]1C[C@@H]1O
LUMO level ... 0.69 eV
Highest occupied orbital energy ... -0.352 Ha
Orbital gap ... 0.377 hartree

Geometry as ORCA input:
```
! RIJCOSX wB97M-V def2-TZVPD def2/J DEFGRID3
* xyz 0 1
O -0.71026 1.34988 -0.81548
C -0.90778 0.29120 0.05983
C -0.42276 -1.00826 -0.40902
C 0.27613 -0.19957 0.86782
C 1.51357 0.47550 0.61274
N 2.50067 1.05212 0.41141
H 0.20549 1.66260 -0.80064
H -1.88143 0.35880 0.52950
H -1.00577 -1.88246 -0.10140
H 0.14778 -1.07975 -1.31673
H 0.38433 -1.29074 0.97349
*
```


9.
Computed, not measured: one molecule with the formula C4H5NO, with wB97M-V/def2-TZVPD.

Strongest force on any atom ... 0.75 eV/A
LUMO level ... -0.33 eV
Highest occupied orbital energy ... -0.381 Ha
Orbital gap ... 0.369 hartree

Geometry as ORCA input:
```
! RIJCOSX wB97M-V def2-TZVPD def2/J DEFGRID3
* xyz 0 1
N -1.95907 -0.73970 -0.16776
C -1.55875 0.41774 0.14145
O -0.25887 0.73964 0.21632
C 0.64275 -0.32503 -0.07544
C 2.42912 1.47247 0.09281
C 2.03050 0.23205 0.01091
H -2.97554 -0.77526 -0.16895
H -2.16468 1.29458 0.38599
H 0.43591 -0.71915 -1.07652
H 0.49357 -1.14383 0.63681
H 2.88505 -0.45351 0.00438
*
```


10.
Computed, not measured: one molecule with the formula C4H5NO, with wB97M-V/def2-TZVPD.

Strongest force on any atom ... 0.83 eV/A
SMILES string ... CC#CC(N)=O
LUMO level ... 0.86 eV
Highest occupied orbital energy ... -0.359 Ha
Orbital gap ... 0.391 hartree

Geometry as ORCA input:
```
! RIJCOSX wB97M-V def2-TZVPD def2/J DEFGRID3
* xyz 0 1
C -2.07876 -0.04478 -0.02603
C -0.85991 0.66463 0.29954
C 0.27976 0.94847 0.61359
C 1.33636 -0.08740 0.53377
O 1.37585 -1.03655 1.28805
N 2.11481 0.04406 -0.57110
H -1.95739 -0.50259 -1.01431
H -2.96043 0.59289 -0.02395
H -2.19282 -0.84496 0.71362
H 2.84754 -0.63088 -0.70978
H 2.09497 0.89710 -1.10339
*
```


11.
Computed, not measured: a 2-piece molecular cluster, C4H5NO overall, with wB97M-V/def2-TZVPD.

Strongest force on any atom ... 4.36 eV/A
LUMO level (alpha / beta) ... -0.71 / -0.71 eV
Highest occupied orbital energy (alpha / beta) ... -0.340 / -0.339 Ha
Orbital gap (alpha / beta) ... 0.313 / 0.313 hartree

Geometry as ORCA input:
```
! RIJCOSX wB97M-V def2-TZVPD def2/J DEFGRID3
* xyz 0 1
C -0.79932 -1.25175 -0.12040
C -0.36834 0.01996 -0.08412
C -1.80106 -0.31785 0.05851
C 0.74331 0.84917 -0.06949
N -2.95247 0.11483 0.18641
O 2.26462 -0.60515 0.18502
H -0.63641 -2.38709 -0.12658
H 0.79663 1.35187 0.94019
H 1.16657 1.40498 -0.92626
H -2.99447 1.10312 0.05807
H 2.64036 -0.12554 0.97635
*
```


12.
Computed, not measured: a 2-piece molecular cluster, C4H5NO overall, with wB97M-V/def2-TZVPD.

Strongest force on any atom ... 5.48 eV/A
SMILES string ... C1=CN1.C=C=O
LUMO level ... 0.83 eV
Highest occupied orbital energy ... -0.296 Ha
Orbital gap ... 0.327 hartree

Geometry as ORCA input:
```
! RIJCOSX wB97M-V def2-TZVPD def2/J DEFGRID3
* xyz 0 1
C 1.70260 -0.69266 1.54621
C -1.92291 0.46288 -1.77418
C -1.36413 -0.17159 -0.83516
C 0.94801 0.34656 1.49774
N 1.84563 -0.04251 0.22144
O -0.87761 -0.71163 0.10680
H 2.18510 -1.40963 2.19217
H -2.39629 0.13162 -2.71294
H -1.77811 1.50678 -1.59665
H 1.30825 -0.49450 -0.60664
H 0.34945 1.07467 1.96122
*
```


13.
Computed, not measured: one molecule with the formula C4H5NO, with wB97M-V/def2-TZVPD.

Strongest force on any atom ... 1.16 eV/A
SMILES string ... C=C(C)OC#N
LUMO level ... 0.72 eV
Highest occupied orbital energy ... -0.362 Ha
Orbital gap ... 0.389 hartree

Geometry as ORCA input:
```
! RIJCOSX wB97M-V def2-TZVPD def2/J DEFGRID3
* xyz 0 1
C 0.26903 0.12586 -1.59580
C -0.02684 0.03217 -0.13336
O 0.41886 1.16798 0.59850
C -0.72971 -0.87225 0.53417
C 0.53717 0.90949 1.86811
N 0.64975 0.67637 2.99939
H 1.15659 0.71807 -1.82911
H -0.58954 0.59229 -2.09541
H 0.37592 -0.87810 -2.01337
H -0.87914 -1.88236 0.18959
H -1.18208 -0.58951 1.47728
*
```


14.
Computed, not measured: one molecule with the formula C4H5NO, with wB97M-V/def2-TZVPD.

Strongest force on any atom ... 3.88 eV/A
LUMO level (alpha / beta) ... 0.21 / 0.29 eV
Highest occupied orbital energy (alpha / beta) ... -0.299 / -0.279 Ha
Orbital gap (alpha / beta) ... 0.306 / 0.289 hartree

Geometry as ORCA input:
```
! RIJCOSX wB97M-V def2-TZVPD def2/J DEFGRID3
* xyz 0 1
C -1.07577 0.18076 -0.14933
C 1.34242 0.00825 -0.16087
C -2.22458 -0.43271 -0.05478
C 2.31893 -0.80609 0.03121
N -0.45156 1.29346 0.19915
O 0.89971 1.19031 0.24850
H -3.04812 -0.33347 0.67148
H -2.41125 -1.09433 -0.77890
H 3.17418 -0.71435 0.68358
H 2.34884 -1.58266 -0.64847
H -0.87280 2.29083 -0.04157
*
```


15.
Computed, not measured: one molecule with the formula C4H5NO, with wB97M-V/def2-TZVPD.

Strongest force on any atom ... 0.92 eV/A
SMILES string ... O=C1CC=CN1
LUMO level ... 0.90 eV
Highest occupied orbital energy ... -0.333 Ha
Orbital gap ... 0.365 hartree

Geometry as ORCA input:
```
! RIJCOSX wB97M-V def2-TZVPD def2/J DEFGRID3
* xyz 0 1
O -0.70018 -1.47151 1.40333
C 0.05783 -0.81461 0.75313
C 0.24846 -0.84619 -0.73882
C -0.56492 0.43954 -0.81400
C -0.18498 1.24804 0.19302
N 0.54841 0.52602 1.18098
H -0.15916 -1.71305 -1.25305
H 1.29085 -0.66446 -1.04117
H -1.53792 0.44881 -1.28214
H -0.56194 2.24044 0.41761
H 1.56356 0.60697 1.18111
*
```


16.
Computed, not measured: one molecule with the formula C4H5NO, with wB97M-V/def2-TZVPD.

Strongest force on any atom ... 1.15 eV/A
SMILES string ... C[C@H](C#N)C=O
LUMO level ... 0.47 eV
Highest occupied orbital energy ... -0.391 Ha
Orbital gap ... 0.408 hartree

Geometry as ORCA input:
```
! RIJCOSX wB97M-V def2-TZVPD def2/J DEFGRID3
* xyz 0 1
C -0.99768 -0.59913 0.42556
C 0.25095 0.30211 0.31615
C 1.16727 -0.45576 -0.64525
O 1.71939 -1.47588 -0.32795
C -0.07006 1.63486 -0.20737
N -0.31772 2.67157 -0.65711
H -1.89385 -0.03738 0.68666
H -1.16650 -1.08832 -0.53994
H -0.81095 -1.38052 1.16452
H 0.75646 0.40903 1.28252
H 1.20641 -0.04689 -1.67402
*
```


17.
Computed, not measured: one molecule with the formula C4H5NO, with wB97M-V/def2-TZVPD.

Strongest force on any atom ... 2.30 eV/A
SMILES string ... Cc1ccon1
LUMO level ... 1.08 eV
Highest occupied orbital energy ... -0.359 Ha
Orbital gap ... 0.398 hartree

Geometry as ORCA input:
```
! RIJCOSX wB97M-V def2-TZVPD def2/J DEFGRID3
* xyz 0 1
C 0.09374 1.61596 0.71149
C 0.05505 0.30559 -0.03526
N -0.40846 0.35698 -1.25695
O -0.58967 -0.94750 -1.68917
C -0.26821 -1.74842 -0.68805
C 0.22947 -1.07716 0.37378
H -0.06601 2.43605 0.00295
H -0.71668 1.67313 1.45234
H 1.03361 1.77601 1.24130
H -0.42967 -2.81292 -0.77486
H 1.09861 -1.68423 0.58442
*
```


18.
Computed, not measured: one molecule with the formula C4H5NO, with wB97M-V/def2-TZVPD.

Strongest force on any atom ... 3.26 eV/A
SMILES string ... O=C1C=CCN1
LUMO level ... 0.39 eV
Highest occupied orbital energy ... -0.350 Ha
Orbital gap ... 0.364 hartree

Geometry as ORCA input:
```
! RIJCOSX wB97M-V def2-TZVPD def2/J DEFGRID3
* xyz 0 1
O 2.44032 -0.63766 0.38857
C 1.28184 -0.36588 0.08142
N 0.72565 0.87256 0.08380
C -0.71029 0.84898 -0.04832
C -0.98896 -0.61687 -0.21035
C 0.16006 -1.31881 -0.16011
H 1.26749 1.71650 0.20713
H -1.05029 1.42812 -0.92198
H -1.21261 1.26023 0.84195
H -0.04347 -2.22017 0.49152
H -1.86973 -0.96700 -0.75364
*
```


19.
Computed, not measured: one molecule with the formula C4H5NO, with wB97M-V/def2-TZVPD.

Strongest force on any atom ... 0.69 eV/A
SMILES string ... C#CCC(N)=O
LUMO level ... 0.83 eV
Highest occupied orbital energy ... -0.364 Ha
Orbital gap ... 0.395 hartree

Geometry as ORCA input:
```
! RIJCOSX wB97M-V def2-TZVPD def2/J DEFGRID3
* xyz 0 1
N -1.33896 1.14744 0.06546
C -1.19198 -0.18058 0.36468
O -2.13528 -0.88217 0.67134
C 0.15850 -0.86437 0.15941
C 1.35431 -0.15350 -0.28778
C 2.41391 0.20868 -0.73463
H -2.29660 1.45586 0.17444
H -0.62435 1.82281 0.30007
H 0.37610 -1.42970 1.07253
H -0.06671 -1.60476 -0.61979
H 3.35108 0.48027 -1.16574
*
```


20.
Computed, not measured: a 2-piece molecular cluster, C4H5NO2 overall, with wB97M-V/def2-TZVPD.

Strongest force on any atom ... 4.06 eV/A
LUMO level ... 0.92 eV
Highest occupied orbital energy ... -0.348 Ha
Orbital gap ... 0.382 hartree

Geometry as ORCA input:
```
! RIJCOSX wB97M-V def2-TZVPD def2/J DEFGRID3
* xyz 0 1
C 2.45987 0.78815 -0.39271
C -0.57853 0.90503 -0.07165
C -1.35156 -0.31097 -0.33268
C 0.49803 -0.85728 0.69727
N 0.54114 0.41106 0.80370
O 2.97519 -0.20262 -0.27643
O -0.52245 -1.37465 0.06590
H -0.20401 1.25536 -0.94860
H -1.14840 1.68228 0.47477
H -2.22011 -0.48100 0.23190
H -1.69012 -0.32927 -1.38580
H 1.24093 -1.48609 1.13432
*
```